Molecular formula: C23H53O3P3Pd
Method: DFT, the ωB97M-V functional and the def2-TZVPD basis

Last column: Löwdin charge in e.
Atoms and positions in Å:
Pd: -0.52 0.72 0.24  0.5659
C: -0.04 2.58 0.24  -0.1818
O: 0.51 3.59 0.15  0.2404
C: -0.79 -1.29 0.18  -0.1745
O: -1.27 -2.34 0.14  0.1938
P: -1.14 0.66 -2.21  1.1173
C: 0.10 0.04 -3.45  -0.4989
H: -0.40 0.14 -4.42  0.1124
C: -2.71 -0.23 -2.72  -0.4867
H: -2.63 -1.16 -2.13  0.0964
C: -1.33 2.41 -2.78  -0.5136
H: -0.32 2.82 -2.60  0.1031
C: -0.16 2.14 3.38  -0.5253
P: 0.10 0.47 2.61  1.1154
H: 1.70 0.04 4.30  0.1241
H: 0.56 2.77 2.83  0.0900
C: -0.92 -0.61 3.73  -0.4762
H: -0.84 -0.10 4.71  0.1344
C: -3.98 0.50 -2.29  -0.0866
H: -4.32 1.22 -3.06  0.1003
H: -3.89 1.01 -1.33  0.0719
H: -4.79 -0.25 -2.19  0.1142
C: -2.79 -0.64 -4.21  -0.0520
H: -3.84 -0.82 -4.47  0.1237
H: -2.24 -1.57 -4.40  0.0881
H: -2.42 0.13 -4.89  0.0768
C: -1.64 2.58 -4.27  -0.0414
H: -0.93 2.05 -4.92  0.0837
H: -1.56 3.65 -4.51  0.1302
H: -2.66 2.26 -4.51  0.0965
C: -2.32 3.18 -1.90  -0.1051
H: -2.00 4.23 -1.87  0.1135
H: -2.34 2.82 -0.86  0.0407
H: -3.34 3.15 -2.31  0.0976
C: 1.40 0.86 -3.51  -0.0731
H: 1.30 1.70 -4.21  0.1044
H: 2.22 0.23 -3.88  0.0996
H: 1.71 1.28 -2.54  0.0583
C: 0.35 -1.45 -3.21  -0.1154
H: 0.80 -1.61 -2.22  0.0091
H: 1.02 -1.84 -3.98  0.1247
H: -0.58 -2.04 -3.24  0.0812
C: 0.18 2.20 4.88  -0.0478
H: 1.01 1.55 5.18  0.0771
H: -0.70 1.96 5.49  0.1106
H: 0.48 3.23 5.11  0.1280
C: -1.56 2.68 3.12  -0.0889
H: -2.33 2.11 3.66  0.0849
C: 2.46 -1.09 2.68  -0.1328
H: -1.80 2.69 2.05  0.0494
H: -1.60 3.72 3.48  0.1227
C: 2.77 1.38 2.99  -0.0662
H: 3.00 -0.89 1.75  0.0628
H: 3.17 -1.49 3.42  0.1327
H: 1.73 -1.88 2.46  0.0377
C: 1.83 0.18 3.21  -0.4989
H: 3.80 1.00 2.90  0.1065
H: 2.76 2.08 3.83  0.1009
H: 2.55 1.94 2.07  0.0759
C: -0.40 -2.04 3.89  -0.0734
H: -0.45 -2.58 2.93  0.0793
H: -1.04 -2.57 4.61  0.1219
H: 0.63 -2.08 4.28  0.0819
C: -2.39 -0.66 3.32  -0.0815
H: -2.82 0.32 3.09  0.0627
H: -2.97 -1.09 4.16  0.1225
H: -2.53 -1.31 2.45  0.0733
H: 1.36 0.53 -0.17  0.1296
H: 1.05 0.54 -0.93  0.0908
C: 3.52 -3.53 0.75  -0.1025
P: 2.40 -2.83 -0.49  0.7402
C: 3.48 -1.86 -1.58  -0.1194
C: 1.55 -4.20 -1.31  -0.0709
O: 1.33 -1.89 0.08  -0.2575
H: 4.09 -4.33 0.28  0.1084
H: 2.97 -3.93 1.61  0.0900
H: 4.22 -2.77 1.12  0.0839
H: 4.29 -2.47 -2.00  0.1001
H: 2.95 -1.39 -2.41  0.0334
H: 3.94 -1.04 -1.00  0.0825
H: 0.95 -4.73 -0.55  0.0977
H: 0.82 -3.83 -2.05  0.0620
H: 2.24 -4.90 -1.80  0.1132

Values from the calculation:
electronic energy = -62151.7130 eV
orbital gap (spin up / spin down) = 7.16 / 4.52 eV
net charge = +4
highest occupied orbital energy (spin up / spin down) = -19.83 / -21.67 eV
E_LUMO (spin up / spin down) = -0.4656 / -0.6305 hartree
spin multiplicity = 5
molar mass = 577.0 g/mol
expectation value of S² = 6.014



Molecular formula: C23H54Br2FN10O26P2
Method: DFT, the ωB97M-V functional and the def2-TZVPD basis

Last column: Löwdin charge in e.
Atoms and positions in Å:
C: -2.57 -2.13 -2.95  -0.0611
C: -2.33 -0.70 -2.28  -0.2548
O: -2.50 0.27 -3.35  -0.2243
P: -1.71 1.71 -3.13  0.5843
O: -2.48 2.72 -3.92  -0.3267
C: -1.71 2.33 -1.37  -0.1912
C: -0.53 1.79 -0.49  -0.2164
C: -0.75 1.84 1.06  -0.1498
C: -1.65 0.70 1.64  -0.5065
C: -0.95 -0.70 1.72  -0.1695
O: 0.30 -0.73 1.07  -0.2250
C: 1.30 -1.42 1.83  -0.3039
C: 1.25 -2.97 1.62  -0.7288
O: 0.57 -3.43 0.71  -0.0432
O: 1.96 -3.68 2.39  -0.0770
C: 2.70 -0.90 1.27  -0.5340
Br: 2.45 -0.82 -0.72  0.8138
C: 2.88 0.57 1.91  -0.6716
C: 3.33 1.64 0.87  -0.1869
Br: 4.30 0.35 3.31  0.6698
N: -2.96 0.55 0.97  -0.0016
F: -3.79 -0.25 1.77  -0.1079
P: -2.05 1.19 3.44  0.9534
O: -0.63 1.82 4.13  -0.3033
O: -3.15 2.52 3.41  -0.3270
O: -0.17 1.74 -3.78  -0.2161
C: 0.54 0.48 -3.58  -0.2911
C: 1.72 0.48 -4.63  -0.0639
H: -1.63 -2.72 -2.83  0.0775
H: -2.73 -2.03 -4.04  0.0837
H: -3.35 -2.71 -2.43  0.0397
H: -1.30 -0.73 -1.88  0.0960
H: -3.04 -0.54 -1.43  0.1058
H: -2.73 2.19 -0.95  0.0803
H: -1.56 3.43 -1.45  0.1031
H: 0.34 2.46 -0.70  0.1140
H: -0.18 0.76 -0.73  0.0626
H: -1.11 2.86 1.36  0.1140
H: 0.25 1.70 1.53  0.1015
H: -1.62 -1.44 1.22  0.1356
H: -0.91 -1.03 2.80  0.1187
H: 1.25 -1.10 2.90  0.1515
H: 3.52 -1.58 1.55  0.0706
H: 1.95 0.87 2.45  0.0720
H: 4.18 1.24 0.27  0.0518
H: 3.74 2.50 1.44  0.0591
H: 2.47 1.96 0.24  0.0540
H: -3.42 1.47 0.96  0.1056
H: -0.73 1.73 5.11  0.0094
H: -2.70 3.31 3.06  0.0465
H: -0.06 -0.43 -3.80  0.1126
H: 0.99 0.50 -2.56  0.0334
H: 1.24 0.77 -5.60  0.0837
H: 2.14 -0.55 -4.72  0.0853
H: 2.48 1.25 -4.39  0.0356
C: -3.18 2.97 8.26  0.0536
N: -2.24 3.01 7.11  -0.4292
O: -1.54 2.03 6.94  0.0473
O: -2.24 4.00 6.43  0.0824
H: -3.07 2.03 8.77  0.0974
H: -2.93 3.80 8.91  0.1003
H: -4.19 3.08 7.86  0.0890
C: -2.77 -5.43 0.50  0.0673
N: -3.35 -5.53 -0.86  -0.4203
O: -4.08 -6.48 -1.09  0.0392
O: -3.06 -4.66 -1.66  0.0377
H: -3.12 -6.27 1.09  0.0941
H: -1.68 -5.44 0.41  0.1075
H: -3.11 -4.49 0.93  0.1047
C: 5.97 3.60 -3.99  0.0462
N: 4.89 2.60 -3.83  -0.4349
O: 4.60 2.26 -2.70  0.0864
O: 4.37 2.19 -4.84  0.0392
H: 6.34 3.88 -3.00  0.0998
H: 6.76 3.15 -4.58  0.1016
H: 5.54 4.46 -4.49  0.0601
C: 6.96 -2.06 0.99  0.0477
N: 7.36 -0.91 0.12  -0.4547
O: 8.54 -0.68 0.01  0.0474
O: 6.47 -0.29 -0.40  0.0631
H: 7.86 -2.52 1.39  0.0904
H: 6.34 -1.67 1.78  0.0687
H: 6.41 -2.76 0.37  0.1067
C: 7.63 3.44 4.14  0.0391
N: 6.15 3.46 3.97  -0.4651
O: 5.72 3.75 2.88  0.0526
O: 5.49 3.18 4.95  0.0321
H: 8.09 3.70 3.19  0.0927
H: 7.88 4.16 4.91  0.0961
H: 7.91 2.43 4.43  0.0993
C: -7.04 -6.45 -1.77  0.0242
N: -8.50 -6.26 -2.04  -0.4587
O: -8.82 -5.94 -3.16  0.0656
O: -9.25 -6.46 -1.12  0.0566
H: -6.49 -6.24 -2.68  0.0920
H: -6.77 -5.75 -0.99  0.0954
H: -6.90 -7.47 -1.45  0.1006
C: 2.42 5.72 -5.99  0.0572
N: 3.72 6.40 -5.75  -0.4431
O: 4.12 7.16 -6.61  0.0759
O: 4.28 6.15 -4.71  0.0381
H: 2.03 6.04 -6.95  0.0949
H: 2.60 4.65 -5.98  0.1001
H: 1.74 6.01 -5.19  0.1057
C: -1.57 -6.86 -3.39  0.0324
N: -0.56 -6.88 -4.48  -0.4551
O: 0.10 -7.89 -4.62  0.0591
O: -0.46 -5.87 -5.15  0.0683
H: -1.54 -7.82 -2.88  0.0947
H: -1.31 -6.05 -2.71  0.0888
H: -2.54 -6.69 -3.85  0.1010
C: -6.45 1.91 4.01  0.0476
N: -6.99 1.91 5.39  -0.4528
O: -6.19 1.98 6.31  0.0513
O: -8.19 1.84 5.51  0.0632
H: -5.36 1.98 4.05  0.0633
H: -6.76 0.99 3.53  0.1032
H: -6.86 2.78 3.49  0.1020

Values from the calculation:
electronic energy = -254219.5298 eV
orbital gap = 6.65 eV
net charge = -1
highest occupied orbital energy = -5.27 eV
E_LUMO = 0.0507 hartree
molar mass = 1127.5 g/mol



Molecular formula: C23H54N6O12PS3
Method: DFT, the ωB97M-V functional and the def2-TZVPD basis

Last column: Löwdin charge in e.
Atoms and positions in Å:
C: -2.45 1.99 3.04  -0.0680
C: -1.54 3.19 3.23  -0.2255
N: -0.41 3.17 2.29  0.0593
N: 0.69 2.42 2.73  -0.0041
C: 0.75 1.65 3.80  -0.0565
N: 1.95 1.06 3.82  -0.0070
P: 2.40 0.00 5.15  0.4775
N: 2.93 0.69 6.39  -0.0854
O: 1.02 -0.78 5.37  -0.1005
O: 3.36 -1.06 4.46  -0.0906
C: 2.68 1.50 2.72  -0.1716
C: 4.11 1.15 2.43  -0.1106
C: 5.11 1.61 3.51  -0.1709
C: 4.99 3.08 3.91  -0.2829
N: 5.60 3.27 5.23  0.0035
C: 1.87 2.33 2.02  -0.1429
C: 2.07 3.02 0.71  -0.0926
C: 1.19 2.43 -0.41  -0.1547
C: 1.01 0.91 -0.32  -0.1745
C: -0.25 0.44 0.41  -0.1950
N: -0.83 -0.79 -0.14  0.0792
C: -0.80 -1.95 0.62  -0.5152
C: 0.50 -2.26 1.36  0.0082
O: -1.72 -2.74 0.64  0.0743
H: -2.74 1.91 1.99  0.0766
H: -1.98 1.05 3.33  0.0643
H: -3.37 2.12 3.62  0.0873
H: -1.20 3.30 4.27  0.1143
H: -2.09 4.10 2.99  0.1294
H: -0.05 4.12 2.16  0.1447
H: -0.03 1.50 4.53  0.1485
H: 3.01 1.69 6.37  0.0065
H: 0.72 -1.33 4.64  0.0813
H: 3.09 -1.40 3.60  0.0875
H: 4.39 1.62 1.49  0.1069
H: 4.24 0.08 2.28  0.1162
H: 5.02 0.98 4.41  0.0885
H: 6.11 1.43 3.11  0.1271
H: 5.54 3.69 3.20  0.1177
H: 3.94 3.41 3.87  0.0996
H: 5.25 2.57 5.88  0.0498
H: 5.34 4.17 5.62  0.0702
H: 3.12 2.94 0.43  0.1013
H: 1.86 4.09 0.82  0.1248
H: 1.65 2.70 -1.36  0.1161
H: 0.21 2.91 -0.38  0.1056
H: 0.95 0.51 -1.34  0.1168
H: 1.89 0.44 0.13  0.0842
H: -0.04 0.29 1.47  0.0950
H: -1.01 1.22 0.36  0.1111
H: -1.80 -0.61 -0.39  0.0975
H: 0.25 -2.54 2.38  0.0788
H: 0.94 -3.15 0.89  0.0971
H: 1.23 -1.45 1.34  0.0490
O: -3.96 0.42 -0.67  -0.3127
S: -4.52 0.06 -1.96  0.5685
O: -4.30 0.94 -3.06  -0.2704
O: -6.06 -0.22 -1.78  -0.2562
C: -6.88 0.81 -1.17  -0.2401
C: -7.17 1.96 -2.10  -0.0696
C: -4.02 -1.57 -2.37  -0.1260
H: -6.39 1.14 -0.25  0.1110
H: -7.79 0.28 -0.90  0.1232
H: -6.28 2.52 -2.34  0.0710
H: -7.89 2.63 -1.62  0.0837
H: -7.61 1.60 -3.03  0.0876
H: -4.19 -2.23 -1.53  0.0790
H: -2.95 -1.52 -2.60  0.0806
H: -4.57 -1.90 -3.25  0.0617
O: 4.87 2.06 -1.22  -0.2929
S: 5.31 0.74 -1.58  0.5507
O: 6.13 0.02 -0.65  -0.2731
O: 5.98 0.79 -3.00  -0.2547
C: 7.05 1.76 -3.23  -0.2262
C: 8.36 1.34 -2.60  -0.0661
C: 3.92 -0.24 -2.01  -0.1131
H: 6.71 2.73 -2.89  0.1146
H: 7.13 1.79 -4.32  0.1255
H: 8.30 1.35 -1.51  0.0733
H: 9.14 2.04 -2.91  0.0872
H: 8.64 0.34 -2.92  0.0890
H: 3.30 0.30 -2.71  0.0813
H: 3.39 -0.41 -1.07  0.0469
H: 4.26 -1.19 -2.43  0.0846
O: -4.85 -4.35 -3.45  -0.2906
S: -5.39 -5.66 -3.64  0.5681
O: -4.50 -6.75 -3.87  -0.2653
O: -6.47 -5.59 -4.80  -0.2619
C: -6.07 -5.00 -6.06  -0.2400
C: -5.20 -5.92 -6.89  -0.0694
C: -6.49 -6.06 -2.33  -0.1170
H: -5.59 -4.05 -5.86  0.1114
H: -7.02 -4.80 -6.56  0.1230
H: -4.23 -6.09 -6.42  0.0727
H: -5.04 -5.47 -7.87  0.0838
H: -5.68 -6.89 -7.03  0.0873
H: -7.17 -5.23 -2.18  0.0755
H: -5.87 -6.22 -1.45  0.0785
H: -7.02 -6.97 -2.59  0.0785

Values from the calculation:
electronic energy = -100027.0719 eV
orbital gap = 9.10 eV
net charge = +1
highest occupied orbital energy = -11.67 eV
E_LUMO = -0.0943 hartree
molar mass = 733.9 g/mol



Molecular formula: C23H54O9P3S
Method: DFT, the ωB97M-V functional and the def2-TZVPD basis

Last column: Löwdin charge in e.
Atoms and positions in Å:
C: 2.65 3.57 -0.15  -0.1055
O: 3.24 2.91 -1.25  -0.1840
C: 2.87 1.55 -1.35  -0.2385
C: 4.05 0.64 -1.00  -0.1755
C: 3.97 -0.77 -1.59  -0.2172
C: 3.04 -1.74 -0.85  -0.2073
C: 1.57 -1.31 -0.76  -0.2195
C: 1.16 -0.92 0.66  -0.2143
C: -0.25 -0.32 0.79  -0.2155
C: -1.26 -0.71 -0.29  -0.2527
C: -2.61 0.03 -0.08  -0.3562
C: -3.35 0.34 -1.40  -0.5124
P: -2.59 1.67 -2.22  0.1430
S: -3.07 3.44 -1.48  -0.1087
H: 2.63 4.63 -0.39  0.0865
H: 3.23 3.39 0.76  0.0866
H: 1.62 3.26 0.01  0.0780
H: 2.05 1.33 -0.67  0.0911
H: 2.52 1.32 -2.36  0.1249
H: 4.20 0.62 0.09  0.1135
H: 4.93 1.14 -1.42  0.1089
H: 4.98 -1.20 -1.54  0.1001
H: 3.74 -0.71 -2.66  0.1107
H: 3.08 -2.69 -1.40  0.0997
H: 3.47 -1.96 0.13  0.1073
H: 1.31 -0.53 -1.47  0.0945
H: 0.96 -2.17 -1.04  0.1063
H: 1.90 -0.20 1.03  0.0887
H: 1.24 -1.79 1.32  0.1063
H: -0.68 -0.63 1.75  0.1063
H: -0.19 0.77 0.85  0.0954
H: -0.91 -0.50 -1.29  0.0588
H: -1.48 -1.78 -0.16  0.1090
H: -3.28 -0.60 0.50  0.0765
H: -2.44 0.98 0.44  0.0655
H: -3.19 -0.53 -2.07  -0.0129
H: -2.97 1.57 -3.58  -0.0582
H: -1.17 1.46 -2.19  -0.0650
O: 1.35 3.66 6.56  -0.2166
P: 2.66 3.77 5.91  0.4311
O: 2.91 5.27 5.39  -0.1781
C: 2.71 6.38 6.27  -0.2755
C: 3.81 6.51 7.30  -0.0759
O: 2.58 3.02 4.50  -0.1874
C: 1.39 2.33 4.09  -0.2656
C: 0.44 3.23 3.34  -0.0562
O: 4.15 3.27 6.19  -0.1611
C: 4.69 3.01 7.50  -0.2639
C: 3.67 2.50 8.50  -0.0876
H: 1.73 6.29 6.76  0.1132
H: 2.68 7.26 5.64  0.1183
H: 3.79 5.68 8.01  0.0590
H: 3.71 7.43 7.86  0.0779
H: 4.79 6.50 6.81  0.0848
H: 0.91 1.87 4.95  0.1053
H: 1.72 1.51 3.44  0.1109
H: 0.31 4.19 3.83  0.0761
H: -0.54 2.76 3.24  0.0843
H: 0.82 3.43 2.34  0.0602
H: 5.18 3.91 7.87  0.1006
H: 5.47 2.27 7.36  0.1177
H: 2.81 3.16 8.58  0.0607
H: 4.13 2.43 9.49  0.0796
H: 3.31 1.51 8.22  0.0866
O: -4.07 -3.67 -3.92  -0.2047
P: -3.92 -4.24 -5.26  0.4349
O: -2.97 -5.55 -5.22  -0.1833
C: -3.24 -6.58 -4.27  -0.2792
C: -4.45 -7.41 -4.64  -0.0767
O: -2.97 -3.27 -6.11  -0.1911
C: -2.50 -2.03 -5.56  -0.2664
C: -1.19 -2.21 -4.81  -0.0681
O: -4.86 -4.56 -6.52  -0.1646
C: -6.27 -4.85 -6.42  -0.2659
C: -6.97 -4.13 -5.28  -0.0847
H: -3.37 -6.14 -3.27  0.1141
H: -2.35 -7.20 -4.24  0.1161
H: -5.37 -6.82 -4.56  0.0595
H: -4.55 -8.27 -3.98  0.0774
H: -4.37 -7.77 -5.67  0.0834
H: -3.25 -1.58 -4.92  0.1061
H: -2.35 -1.35 -6.39  0.1150
H: -1.20 -3.08 -4.16  0.0742
H: -0.96 -1.33 -4.21  0.0726
H: -0.37 -2.36 -5.53  0.0716
H: -6.41 -5.93 -6.34  0.0989
H: -6.70 -4.55 -7.37  0.1162
H: -6.49 -4.32 -4.32  0.0626
H: -8.00 -4.48 -5.21  0.0798
H: -6.98 -3.05 -5.45  0.0893

Values from the calculation:
electronic energy = -81859.8046 eV
orbital gap = 4.73 eV
net charge = -1
highest occupied orbital energy = -2.69 eV
E_LUMO = 0.0751 hartree
molar mass = 599.7 g/mol



Molecular formula: C23H55N3O2P4Re
Method: DFT, the ωB97M-V functional and the def2-TZVPD basis

Last column: Löwdin charge in e.
Atoms and positions in Å:
Re: 0.65 -0.08 -0.45  0.7021
P: 2.27 1.01 0.92  0.7612
P: -0.22 1.92 -1.28  0.7087
P: 2.32 -0.46 -1.93  0.6695
H: -0.79 -2.47 -0.09  0.0811
C: 0.25 -2.33 -0.38  -0.2006
C: 1.21 -2.03 0.65  -0.2111
H: 0.87 -2.04 1.68  0.0180
C: 1.91 1.51 2.65  -0.2143
C: 3.01 2.63 0.42  -0.2054
C: 3.81 0.04 1.27  -0.2136
C: -1.93 1.72 -1.91  -0.2201
C: -0.45 3.31 -0.13  -0.2265
C: 0.56 2.71 -2.75  -0.2099
C: 3.42 -1.93 -1.64  -0.2021
C: 3.61 0.81 -2.31  -0.2172
C: 1.93 -0.80 -3.71  -0.2106
H: 0.58 -2.91 -1.25  0.0712
H: 2.24 -2.39 0.51  0.0537
H: 1.31 0.76 3.18  0.0076
H: 1.36 2.45 2.68  0.0452
H: 2.85 1.65 3.20  0.0812
H: 2.25 3.41 0.33  0.0359
H: 3.56 2.58 -0.52  0.0311
H: 3.72 2.95 1.20  0.0863
H: 3.57 -1.01 1.46  0.0373
H: 4.28 0.44 2.18  0.0709
H: 4.54 0.10 0.45  0.0517
H: -1.88 1.44 -2.97  0.0422
H: -2.49 2.65 -1.79  0.0836
H: -2.45 0.91 -1.38  0.0188
H: -0.45 4.26 -0.68  0.0855
H: 0.32 3.35 0.64  0.0095
H: -1.43 3.20 0.36  0.0449
H: -0.12 3.50 -3.10  0.0811
H: 0.70 1.98 -3.55  0.0431
H: 1.53 3.16 -2.49  0.0534
H: 4.16 -1.96 -2.45  0.0785
H: 2.84 -2.85 -1.67  0.0593
H: 3.96 -1.87 -0.69  0.0428
H: 4.16 0.49 -3.20  0.0804
H: 4.33 0.94 -1.51  0.0385
H: 3.15 1.77 -2.54  0.0292
H: 2.79 -1.32 -4.15  0.0738
H: 1.76 0.13 -4.26  0.0557
H: 1.05 -1.44 -3.82  0.0014
C: -1.53 -1.54 -3.65  -0.2351
C: -2.53 -0.87 -4.39  0.0545
C: -2.79 -1.22 -5.71  0.0300
C: -2.07 -2.24 -6.33  0.0698
C: -1.15 -2.97 -5.57  0.0313
C: -0.90 -2.66 -4.23  0.0255
O: -1.33 -1.10 -2.37  -0.0239
H: -0.33 -1.00 -1.98  0.0402
H: -3.08 -0.07 -3.89  0.1302
H: -3.55 -0.66 -6.27  0.1517
H: -2.21 -2.46 -7.39  0.1606
H: -0.61 -3.80 -6.03  0.1507
H: -0.20 -3.24 -3.63  0.1364
C: -1.37 -2.78 2.96  -0.0496
N: -0.85 -1.48 3.37  -0.2981
C: 0.43 -1.57 4.09  -0.0606
P: -1.33 -0.11 2.57  0.5907
O: -0.71 0.16 1.23  -0.4066
N: -2.95 -0.33 2.38  -0.1935
C: -3.67 0.31 1.28  -0.0199
C: -3.80 -0.61 3.54  -0.0254
N: -1.06 1.06 3.73  -0.1817
C: -1.36 0.81 5.15  -0.0329
C: -1.30 2.48 3.42  -0.0321
H: -0.81 -3.21 2.11  0.0797
H: -2.42 -2.69 2.67  0.0847
H: -1.29 -3.46 3.82  0.1204
H: 1.29 -1.69 3.40  0.0793
H: 0.40 -2.46 4.73  0.1223
H: 0.60 -0.69 4.71  0.0769
H: -3.30 -0.05 0.31  0.0816
H: -4.73 0.04 1.36  0.1188
H: -3.59 1.41 1.32  0.1146
H: -4.74 -1.04 3.16  0.1259
H: -3.34 -1.33 4.22  0.1021
H: -4.06 0.31 4.10  0.1204
H: -1.28 -0.25 5.40  0.0915
H: -0.63 1.37 5.74  0.1359
H: -2.36 1.17 5.43  0.1226
H: -2.38 2.72 3.47  0.1254
H: -0.78 3.09 4.17  0.1302
H: -0.91 2.74 2.43  0.0520

Values from the calculation:
ΔE to the lowest compared entry with this formula, charge and spin = 0.00 kJ/mol
electronic energy = -72553.6514 eV
orbital gap (spin up / spin down) = 7.26 / 4.44 eV
net charge = +4
highest occupied orbital energy (spin up / spin down) = -19.80 / -19.33 eV
E_LUMO (spin up / spin down) = -0.4609 / -0.5474 hartree
spin multiplicity = 4
molar mass = 715.8 g/mol
expectation value of S² = 3.825



Q: Number 3 is which compound?
A: C23H54N6O12PS3